## i
# C21H29N5O3

One molecule with the formula C21H29N5O3 (the ωB97M-V functional and the def2-TZVPD basis, OMol25).

```
! RIJCOSX wB97M-V def2-TZVPD def2/J DEFGRID3
* xyz 0 1
O 1.864 2.440 0.659
O -2.646 0.161 -1.866
O 4.039 0.151 -1.648
N -3.376 1.270 -0.023
N -1.118 -0.327 1.806
N -3.720 -1.013 -0.259
N 1.185 0.735 -0.679
N -0.569 0.594 1.016
C 3.882 -2.042 -0.882
C -3.107 -3.374 -0.225
C 0.391 0.043 0.238
C -3.193 0.129 -0.776
C 3.932 -0.684 -0.565
C 3.864 -0.292 0.766
C -0.534 -1.474 1.520
C 3.700 -2.598 1.443
C -3.765 -2.246 -1.016
C 3.769 -2.989 0.115
C 2.816 2.276 -1.542
C -2.822 2.485 -0.582
C 4.169 1.543 -1.482
C 0.429 -1.309 0.525
C -2.221 2.087 1.998
C -1.318 2.557 -0.303
C -3.412 1.295 1.426
C -5.209 -2.592 -1.380
C 1.916 1.848 -0.398
C -0.994 1.980 1.090
C 3.747 -1.253 1.757
H -3.354 3.329 -0.135
H 1.424 0.209 -1.508
H -3.004 2.480 -1.657
H -3.111 -4.292 -0.808
H -5.236 -3.485 -1.998
H 2.337 2.066 -2.500
H 3.936 -2.327 -1.922
H -0.165 2.549 1.527
H -5.664 -1.773 -1.931
H 4.784 1.876 -2.325
H -0.970 3.588 -0.365
H -3.646 -3.550 0.704
H -5.793 -2.777 -0.479
H -4.353 1.755 1.756
H -1.979 1.697 2.985
H 3.003 3.346 -1.455
H 1.070 -2.046 0.086
H 3.883 0.747 1.054
H -0.814 -2.366 2.044
H -3.192 -2.051 -1.928
H 3.731 -4.036 -0.146
H -0.807 1.978 -1.070
H 3.686 -0.935 2.787
H -2.469 3.145 2.093
H -4.285 -0.973 0.572
H -3.355 0.278 1.811
H -2.080 -3.112 0.012
H 3.605 -3.337 2.224
H 4.693 1.791 -0.554
*
```

The HOMO energy is -0.3120 Ha. For the LUMO energy, the calculation gives 0.76 eV. The calculation puts the HOMO-LUMO gap at 9.3 eV.

The molecule's Mulliken atomic charges, reported in e, are given here: atom 1 (O): -0.618, atom 2 (O): -0.740, atom 3 (O): -0.480, atom 4 (N): 0.112, atom 5 (N): -0.947, atom 6 (N): -0.004, atom 7 (N): 0.329, atom 8 (N): 0.903, atom 9 (C): -0.452, atom 10 (C): -1.158, atom 11 (C): 0.006, atom 12 (C): 0.611, atom 13 (C): 0.868, atom 14 (C): -0.319, atom 15 (C): -1.162, atom 16 (C): -0.595, atom 17 (C): 0.240, atom 18 (C): -0.447, atom 19 (C): -0.783, atom 20 (C): -1.386, atom 21 (C): -0.697, atom 22 (C): -0.254, atom 23 (C): -1.204, atom 24 (C): -0.452, atom 25 (C): -0.958, atom 26 (C): -1.504, atom 27 (C): 0.367, atom 28 (C): -0.353, atom 29 (C): -0.651, atom 30 (H): 0.365, atom 31 (H): 0.416, atom 32 (H): 0.530, atom 33 (H): 0.454, atom 34 (H): 0.412, atom 35 (H): 0.296, atom 36 (H): 0.410, atom 37 (H): 0.748, atom 38 (H): 0.367, atom 39 (H): 0.426, atom 40 (H): 0.495, atom 41 (H): 0.310, atom 42 (H): 0.344, atom 43 (H): 0.221, atom 44 (H): 0.464, atom 45 (H): 0.437, atom 46 (H): 0.596, atom 47 (H): 0.298, atom 48 (H): 0.579, atom 49 (H): 0.343, atom 50 (H): 0.388, atom 51 (H): 0.275, atom 52 (H): 0.401, atom 53 (H): 0.467, atom 54 (H): 0.338, atom 55 (H): 0.546, atom 56 (H): 0.087, atom 57 (H): 0.403, atom 58 (H): 0.316

## ii
# C21H29N5O3

One molecule with the formula C21H29N5O3 (the ωB97M-V functional and the def2-TZVPD basis, OMol25).

```
! RIJCOSX wB97M-V def2-TZVPD def2/J DEFGRID3
* xyz 0 1
O 2.003 -3.246 0.155
O -0.267 0.082 -2.211
O -1.640 -2.104 1.030
N 0.078 -0.839 1.892
N 0.276 1.635 0.594
N -1.670 0.155 0.799
N 1.626 -1.074 -0.320
N -1.691 2.044 -0.409
C -2.983 1.487 -0.702
C -0.860 3.058 -0.814
C 0.069 4.977 -1.823
C 0.374 2.792 -0.163
C 1.620 -2.149 0.499
C 0.128 0.974 -3.243
C 0.368 -1.169 -2.419
C 0.459 -1.311 -3.941
C 1.137 -1.838 1.935
C 0.726 -3.128 2.645
C 1.754 -1.219 -1.748
C 1.283 4.724 -1.190
C -0.255 -2.063 4.720
C 0.533 -4.438 4.758
C -1.084 -1.049 1.224
C -1.026 4.149 -1.644
C 0.776 -3.048 4.172
C 1.456 3.636 -0.354
C -2.960 0.169 0.108
C -0.952 1.241 0.397
C 0.714 0.131 -4.389
H -0.452 -4.799 4.470
H -3.784 2.156 -0.370
H 0.234 0.356 -5.338
H 2.391 -0.419 -2.135
H -1.967 4.344 -2.135
H -3.092 1.306 -1.775
H -0.020 5.838 -2.468
H 2.217 -2.189 -1.938
H -0.039 -1.050 4.394
H -3.030 -0.716 -0.531
H 1.276 -5.143 4.395
H 2.111 5.396 -1.359
H -1.249 -2.331 4.369
H 1.255 -0.184 -0.004
H 2.397 3.441 0.135
H 1.782 0.320 -4.494
H -0.269 -1.926 -1.952
H 0.859 1.694 -2.856
H -0.764 1.529 -3.549
H 1.409 -3.908 2.301
H 1.979 -1.384 2.470
H 1.776 -2.714 4.475
H 0.586 -4.411 5.844
H -0.493 -1.670 -4.332
H -0.255 -2.082 5.808
H -0.278 -3.399 2.320
H -3.763 0.125 0.848
H 1.246 -1.995 -4.244
H 0.393 0.125 1.905
*
```

The HOMO energy is -0.3038 Ha. For the LUMO energy, the calculation gives 0.60 eV. The calculation puts the HOMO-LUMO gap at 8.9 eV.

The molecule's Mulliken atomic charges, reported in e, are given here: atom 1 (O): -0.704, atom 2 (O): -0.162, atom 3 (O): -0.685, atom 4 (N): -0.220, atom 5 (N): -0.659, atom 6 (N): 0.085, atom 7 (N): 0.006, atom 8 (N): 0.150, atom 9 (C): -0.575, atom 10 (C): 0.249, atom 11 (C): -0.577, atom 12 (C): 0.648, atom 13 (C): 0.456, atom 14 (C): -0.400, atom 15 (C): 0.241, atom 16 (C): -0.848, atom 17 (C): 0.193, atom 18 (C): -1.158, atom 19 (C): -1.270, atom 20 (C): -0.524, atom 21 (C): -1.369, atom 22 (C): -1.637, atom 23 (C): 0.279, atom 24 (C): -1.152, atom 25 (C): 0.896, atom 26 (C): -0.780, atom 27 (C): -0.731, atom 28 (C): 0.548, atom 29 (C): -0.587, atom 30 (H): 0.348, atom 31 (H): 0.410, atom 32 (H): 0.371, atom 33 (H): 0.300, atom 34 (H): 0.463, atom 35 (H): 0.323, atom 36 (H): 0.393, atom 37 (H): 0.460, atom 38 (H): 0.288, atom 39 (H): 0.346, atom 40 (H): 0.407, atom 41 (H): 0.399, atom 42 (H): 0.256, atom 43 (H): 0.133, atom 44 (H): 0.466, atom 45 (H): 0.273, atom 46 (H): 0.420, atom 47 (H): 0.090, atom 48 (H): 0.334, atom 49 (H): 0.394, atom 50 (H): 0.391, atom 51 (H): 0.226, atom 52 (H): 0.433, atom 53 (H): 0.307, atom 54 (H): 0.482, atom 55 (H): 0.271, atom 56 (H): 0.430, atom 57 (H): 0.369, atom 58 (H): 0.502

Most stable structure - ii; separation to the second - 1.278 eV.

## i
# CH4O4P

A 2-piece molecular cluster, CH4O4P overall (the ωB97M-V functional and the def2-TZVPD basis, OMol25).

```
! RIJCOSX wB97M-V def2-TZVPD def2/J DEFGRID3
* xyz -1 1
P -1.020 0.018 -0.420
O 0.894 1.028 1.075
O -1.525 1.396 -0.158
O -1.675 -1.156 0.177
O 1.321 -1.161 0.497
C 0.721 -0.011 0.220
H -0.043 1.478 0.975
H -1.088 -0.197 -1.777
H 0.789 -1.967 0.628
H 1.626 0.571 -1.216
*
```

The HOMO energy is -0.1586 Ha. For the LUMO energy, the calculation gives 3.99 eV. The calculation puts the HOMO-LUMO gap at 8.3 eV.

The molecule's Mulliken atomic charges, reported in e, are given here: atom 1 (P): 0.563, atom 2 (O): -0.360, atom 3 (O): -0.747, atom 4 (O): -0.714, atom 5 (O): -0.337, atom 6 (C): -0.149, atom 7 (H): 0.376, atom 8 (H): -0.051, atom 9 (H): 0.312, atom 10 (H): 0.107

## ii
# CH4O4P

An isolated ion of composition CH4O4P and charge -1 (the ωB97M-V functional and the def2-TZVPD basis, OMol25).

```
! RIJCOSX wB97M-V def2-TZVPD def2/J DEFGRID3
* xyz -1 1
P -1.069 0.423 -0.077
O -2.216 0.113 0.806
O -1.152 0.078 -1.492
O 1.683 0.699 -0.018
O 0.629 -1.626 -0.223
C 0.488 -0.496 0.498
H 0.405 -1.442 -1.089
H -0.450 1.698 -0.077
H 0.594 -0.866 1.579
H 1.088 1.419 0.093
*
```

The HOMO energy is -0.1864 Ha. For the LUMO energy, the calculation gives 4.22 eV. The calculation puts the HOMO-LUMO gap at 9.3 eV.

The molecule's Mulliken atomic charges, reported in e, are given here: atom 1 (P): 0.719, atom 2 (O): -0.728, atom 3 (O): -0.746, atom 4 (O): -0.586, atom 5 (O): -0.446, atom 6 (C): 0.075, atom 7 (H): 0.316, atom 8 (H): -0.077, atom 9 (H): 0.204, atom 10 (H): 0.269

## iii
# CH4O4P

An isolated ion of composition CH4O4P and charge -1 (the ωB97M-V functional and the def2-TZVPD basis, OMol25).

```
! RIJCOSX wB97M-V def2-TZVPD def2/J DEFGRID3
* xyz -1 1
P 1.418 -0.207 -0.160
O -0.284 1.503 0.818
O 2.542 -0.168 0.765
O 1.406 0.734 -1.286
O -1.430 -0.393 -0.150
C -0.234 0.109 0.679
H 1.350 -1.609 -0.556
H -1.335 -0.415 -1.045
H -0.392 -0.233 1.666
H 0.292 1.941 0.156
*
```

The HOMO energy is -0.1852 Ha. For the LUMO energy, the calculation gives 4.13 eV. The calculation puts the HOMO-LUMO gap at 9.2 eV.

The molecule's Mulliken atomic charges, reported in e, are given here: atom 1 (P): 0.455, atom 2 (O): -0.506, atom 3 (O): -0.695, atom 4 (O): -0.715, atom 5 (O): -0.527, atom 6 (C): 0.142, atom 7 (H): -0.024, atom 8 (H): 0.266, atom 9 (H): 0.261, atom 10 (H): 0.344

Most stable structure - iii; separation to the second - 0.906 eV.

## i
# C14H17B

One molecule with the formula C14H17B (the ωB97M-V functional and the def2-TZVPD basis, OMol25).

```
! RIJCOSX wB97M-V def2-TZVPD def2/J DEFGRID3
* xyz 0 1
C 1.512 -0.804 0.999
C 0.726 -1.754 -0.006
C -3.722 -0.971 -0.322
C -1.486 0.692 0.121
C 1.257 -0.470 -1.916
C -0.201 2.949 0.433
C -3.420 -0.574 0.982
C -2.906 -0.610 -1.354
C 0.665 -1.591 -1.326
C -2.249 0.104 1.179
C 3.034 -1.210 0.910
C 1.499 0.608 -1.143
C 1.246 0.585 0.341
C -1.971 0.348 -1.180
B -0.144 1.376 0.489
H 1.687 1.553 -1.666
H -2.084 0.101 2.261
H -1.241 0.539 -1.980
H 1.367 -0.348 -2.966
H -3.295 -0.623 -2.381
H 0.627 3.337 0.945
H 3.543 -0.884 0.037
H -4.556 -1.662 -0.367
H -0.008 3.085 -0.647
H 2.989 -2.317 0.971
H -3.928 -0.903 1.874
H -1.117 3.545 0.577
H 0.196 -2.609 0.358
H -0.012 -2.198 -1.978
H 1.070 -0.817 1.955
H 1.936 1.265 1.044
H 3.620 -0.881 1.744
*
```

The HOMO energy is -0.2953 Ha. For the LUMO energy, the calculation gives 0.42 eV. The calculation puts the HOMO-LUMO gap at 8.5 eV.

The molecule's Mulliken atomic charges, reported in e, are given here: atom 1 (C): 0.192, atom 2 (C): -0.793, atom 3 (C): -0.331, atom 4 (C): 0.743, atom 5 (C): -0.684, atom 6 (C): -1.100, atom 7 (C): -0.526, atom 8 (C): -0.681, atom 9 (C): 0.001, atom 10 (C): -0.604, atom 11 (C): -1.500, atom 12 (C): -0.756, atom 13 (C): 0.125, atom 14 (C): -0.333, atom 15 (B): 0.027, atom 16 (H): 0.383, atom 17 (H): 0.239, atom 18 (H): 0.387, atom 19 (H): 0.499, atom 20 (H): 0.303, atom 21 (H): 0.375, atom 22 (H): 0.336, atom 23 (H): 0.371, atom 24 (H): 0.378, atom 25 (H): 0.376, atom 26 (H): 0.361, atom 27 (H): 0.333, atom 28 (H): 0.398, atom 29 (H): 0.362, atom 30 (H): 0.585, atom 31 (H): 0.096, atom 32 (H): 0.437

## ii
# C14H17B

A 2-piece molecular cluster, C14H17B overall (the ωB97M-V functional and the def2-TZVPD basis, OMol25).

```
! RIJCOSX wB97M-V def2-TZVPD def2/J DEFGRID3
* xyz 0 1
C 4.212 0.812 4.745
C 3.009 1.513 4.761
C 0.567 1.454 5.097
C 3.006 -1.270 4.381
C 1.799 -0.578 4.372
C 4.210 -0.587 4.605
C -1.822 1.447 5.593
C -0.754 1.084 4.721
C -3.376 0.119 4.304
C -4.743 -0.471 4.145
C -3.085 0.927 5.415
C -1.077 0.322 3.556
C -2.369 -0.128 3.358
C 1.774 0.812 4.672
B 0.732 -0.689 7.671
H 2.980 2.599 4.865
H 5.149 -1.139 4.658
H -4.961 -1.189 4.944
H 0.663 -0.146 8.782
H -3.875 1.137 6.141
H -4.824 -0.989 3.188
H 0.860 -1.115 4.210
H 1.838 -1.232 7.526
H -5.514 0.305 4.191
H -2.620 -0.707 2.464
H 5.152 1.354 4.852
H -0.168 -1.533 7.540
H 3.003 -2.352 4.231
H -0.292 0.113 2.826
H 0.585 0.253 6.731
H -1.591 2.105 6.436
H 0.678 2.431 5.577
*
```

The HOMO energy is -0.3126 Ha. For the LUMO energy, the calculation gives -2.13 eV. The calculation puts the HOMO-LUMO gap at 6.4 eV.

The molecule's Mulliken atomic charges, reported in e, are given here: atom 1 (C): -0.530, atom 2 (C): -0.583, atom 3 (C): -0.956, atom 4 (C): -0.642, atom 5 (C): -0.173, atom 6 (C): -0.393, atom 7 (C): -0.551, atom 8 (C): 0.881, atom 9 (C): 1.074, atom 10 (C): -1.427, atom 11 (C): -0.657, atom 12 (C): -0.585, atom 13 (C): -0.638, atom 14 (C): 0.933, atom 15 (B): -0.076, atom 16 (H): 0.356, atom 17 (H): 0.377, atom 18 (H): 0.318, atom 19 (H): -0.149, atom 20 (H): 0.375, atom 21 (H): 0.342, atom 22 (H): 0.441, atom 23 (H): -0.150, atom 24 (H): 0.353, atom 25 (H): 0.287, atom 26 (H): 0.368, atom 27 (H): -0.145, atom 28 (H): 0.351, atom 29 (H): 0.594, atom 30 (H): -0.128, atom 31 (H): 0.336, atom 32 (H): 0.397

Most stable structure - i; separation to the second - 1.223 eV.